DFT (the ωB97M-V functional and the def2-TZVPD basis) results for a structure of composition C27H35As2CdO2Si.

The value obtained for the total energy is -6128.95673 hartree. The spin multiplicity is 1. Its HOMO-LUMO gap is 8.4305 eV. The lowest unoccupied orbital energy comes out at -2.8 eV. As for the charge: +1.

```
68
Properties=species:S:1:pos:R:3:nbo_charge:R:1
Cd 0.930 -0.415 1.282 1.521
C -0.607 -3.203 4.156 -0.927
As -0.693 -2.203 2.495 0.786
C -2.479 -1.459 2.523 -0.931
C -0.843 -3.622 1.164 -0.326
C -1.808 -4.604 1.381 -0.200
C -1.976 -5.655 0.495 -0.178
C -1.173 -5.738 -0.633 -0.201
C -0.215 -4.766 -0.864 -0.141
C -0.040 -3.703 0.020 -0.366
As 1.320 -2.389 -0.441 0.777
C 2.909 -3.467 -0.694 -0.927
C 0.849 -1.886 -2.249 -0.935
H -1.472 -3.857 4.249 0.236
H -0.602 -2.497 4.984 0.246
H 0.304 -3.798 4.184 0.245
H -3.226 -2.250 2.549 0.232
H -2.593 -0.839 1.635 0.272
H -2.576 -0.831 3.407 0.244
H -2.445 -4.553 2.256 0.215
H -2.732 -6.405 0.684 0.233
H -1.293 -6.556 -1.331 0.232
H 0.400 -4.842 -1.753 0.203
H 2.716 -4.240 -1.436 0.239
H 3.198 -3.930 0.247 0.247
H 3.716 -2.825 -1.044 0.245
H 0.657 -2.774 -2.848 0.238
H 1.675 -1.326 -2.688 0.245
H -0.034 -1.250 -2.228 0.267
C -2.826 3.252 -0.011 -0.610
C -1.389 3.502 0.477 -0.539
C -0.890 4.828 -0.104 -0.607
C -1.410 3.557 2.009 -0.601
Si -0.353 2.053 -0.133 2.025
O -0.726 0.670 0.644 -1.431
C -0.573 1.813 -1.981 -0.566
C -1.551 0.926 -2.442 -0.215
C -1.763 0.730 -3.800 -0.210
C -0.993 1.420 -4.727 -0.203
C -0.020 2.309 -4.292 -0.233
C 0.183 2.503 -2.932 -0.136
C 1.528 2.253 0.142 -0.572
C 2.377 1.390 -0.572 -0.200
C 3.744 1.327 -0.322 -0.248
C 4.304 2.141 0.652 -0.220
C 3.492 3.017 1.363 -0.223
C 2.126 3.066 1.113 -0.152
H -3.487 4.039 0.366 0.212
H -3.213 2.294 0.346 0.210
H -2.890 3.258 -1.101 0.218
H -1.554 5.644 0.198 0.213
H -0.875 4.807 -1.197 0.216
H 0.116 5.080 0.239 0.203
H -2.075 4.360 2.344 0.212
H -0.427 3.751 2.442 0.193
H -1.781 2.619 2.429 0.214
H -2.154 0.382 -1.723 0.218
H -2.530 0.043 -4.137 0.216
H -1.156 1.271 -5.787 0.220
H 0.577 2.854 -5.012 0.219
H 0.950 3.200 -2.610 0.202
H 1.957 0.788 -1.374 0.210
H 4.374 0.665 -0.905 0.221
H 5.369 2.110 0.842 0.229
H 3.928 3.669 2.109 0.227
H 1.522 3.763 1.679 0.212
O 3.511 0.324 3.517 -0.391
C 2.708 0.203 2.750 0.473
```


DFT (the ωB97M-V functional and the def2-TZVPD basis) results for the molecule C4H6OS.

The value obtained for the total energy is -629.23974 hartree. The spin multiplicity is 1. The structure (SMILES) is C1OC[C@H]2S[C@H]12. Its HOMO-LUMO gap is 9.4599 eV. The energy relative to the best compared isomer or geometry (same formula, charge and spin) is 5.6443 eV. The lowest unoccupied orbital energy comes out at 0.5 eV.

```
12
Properties=species:S:1:pos:R:3:nbo_charge:R:1
C -0.645 1.136 0.195 -0.026
C -0.494 -1.159 -0.136 -0.098
C 0.839 -0.713 0.539 -0.331
C 0.853 0.674 -0.190 -0.419
H -0.655 1.502 1.202 0.174
H -0.927 2.087 -0.609 0.188
H -1.286 -2.058 0.076 0.223
H -0.147 -1.420 -1.206 0.171
H 0.777 -0.477 1.509 0.191
H 0.492 0.436 -1.307 0.190
O -1.288 -0.031 -0.038 -0.539
S 2.481 0.022 -0.037 0.276
```